C66H185N11O32 | ωB97M-V/def2-TZVPD

Properties
* electronic energy: -153330.49038 eV
* LUMO level: -0.004 hartree
* Kohn-Sham gap: 8.27 eV
* HOMO: -8.38 eV
* ΔE to the lowest compared entry with this formula, charge and spin: 195.5 kcal/mol

Each line ends with the Mulliken charge.
Atoms and positions in Å:
C (-3.5825, 11.8362, -13.9212)  -0.7489
O (-3.9427, 10.5693, -13.3972)  -0.3534
C (-4.5524, 10.6261, -12.1230)  -0.4775
C (-5.1222, 9.2273, -11.7260)  -0.6608
N (-4.1080, 8.1857, -11.9281)  -0.4324
C (-3.1452, 8.1439, -10.8168)  -0.4140
C (-3.6532, 7.9069, -9.3705)  -0.5768
O (-2.6323, 7.7535, -8.4653)  -0.3483
C (-2.9878, 7.1077, -7.2499)  -0.6523
H (-3.3479, 11.7443, -14.9817)  0.2499
H (-2.7509, 12.3650, -13.4555)  0.2879
H (-4.4952, 12.4273, -13.8447)  0.3195
H (-5.3396, 11.3785, -12.0740)  0.4809
H (-3.8405, 10.9247, -11.3535)  0.3106
H (-6.0189, 8.9855, -12.2965)  0.3113
H (-5.4553, 9.1231, -10.6934)  0.2926
H (-3.6161, 8.5384, -12.7366)  0.3633
H (-2.6433, 9.0967, -10.6489)  0.2265
H (-2.3914, 7.3719, -10.9714)  0.3237
H (-4.2325, 6.9862, -9.4398)  0.3504
H (-4.3081, 8.6194, -8.8691)  0.3464
H (-3.3976, 7.7622, -6.4807)  0.2285
H (-2.0645, 6.7159, -6.8230)  0.2387
H (-3.6077, 6.2484, -7.5057)  0.3343
C (4.9667, -10.0495, -4.7772)  -0.7166
O (4.4986, -9.4840, -3.5353)  -0.3601
C (4.0492, -8.1274, -3.5647)  -0.4485
C (5.2370, -7.1385, -3.7669)  -0.6472
N (6.0749, -6.8143, -2.5805)  -0.3021
C (6.6822, -7.9945, -1.9596)  -0.3757
C (7.9286, -7.5288, -1.1503)  -0.7765
O (8.9341, -6.9869, -2.0499)  -0.3026
C (10.0642, -6.5025, -1.3991)  -0.7755
H (5.9128, -9.5560, -4.9997)  0.2951
H (4.2752, -9.9150, -5.6089)  0.2857
H (5.1943, -11.1140, -4.7217)  0.2586
H (3.5054, -7.9365, -2.6396)  0.2180
H (3.2940, -7.9387, -4.3278)  0.3886
H (4.7287, -6.2106, -4.0293)  0.3502
H (5.9694, -7.3869, -4.5350)  0.3941
H (6.8135, -6.1896, -2.8712)  0.2584
H (6.9721, -8.7834, -2.6537)  0.2286
H (5.9364, -8.5152, -1.3590)  0.3703
H (8.4091, -8.3920, -0.6897)  0.4317
H (7.6848, -6.9589, -0.2537)  0.3862
H (9.9596, -5.5946, -0.8050)  0.3044
H (10.6582, -6.1761, -2.2528)  0.2545
H (10.6201, -7.2688, -0.8589)  0.3004
C (2.7043, -6.5702, 15.4023)  -0.4760
O (1.6861, -5.9764, 16.2066)  -0.4176
C (2.1342, -5.0196, 17.2041)  -0.6431
C (3.0293, -3.8892, 16.7007)  -0.5469
N (2.3917, -2.8526, 15.9121)  -0.3869
C (1.7194, -3.2758, 14.6746)  -0.3438
C (1.2190, -2.0142, 13.9162)  -0.7023
O (2.3188, -1.0895, 13.7418)  -0.3172
C (1.9012, 0.2146, 13.1641)  -0.7761
H (2.2887, -7.4998, 15.0134)  0.2617
H (3.6504, -6.7188, 15.9228)  0.2874
H (2.7298, -5.8105, 14.6211)  0.1094
H (2.8208, -5.6120, 17.8089)  0.4245
H (1.3703, -4.6785, 17.9028)  0.3465
H (3.9631, -4.1765, 16.2173)  0.3341
H (3.4140, -3.4174, 17.6049)  0.4168
H (3.0135, -2.0938, 15.6718)  0.2727
H (0.9072, -3.9854, 14.8324)  0.4109
H (2.3911, -3.8327, 14.0213)  0.0738
H (0.3849, -1.5272, 14.4214)  0.4328
H (0.8416, -2.3111, 12.9376)  0.3796
H (1.4138, 0.1186, 12.1939)  0.3047
H (2.7511, 0.8732, 12.9854)  0.2503
H (1.2650, 0.7235, 13.8883)  0.3064
C (-2.5342, -6.5733, -4.0081)  -0.7474
O (-3.3470, -7.3122, -3.0824)  -0.3160
C (-3.2526, -6.8083, -1.7635)  -0.5372
C (-4.3545, -7.3364, -0.7946)  -0.6394
N (-4.3264, -8.8354, -0.7484)  -0.3892
C (-5.4755, -9.3327, 0.0406)  -0.6738
C (-5.5083, -10.8586, 0.1656)  -0.6377
O (-5.5971, -11.3340, -1.1322)  -0.2665
C (-5.7852, -12.6760, -1.2301)  -0.7510
H (-1.5386, -6.4096, -3.5957)  0.3027
H (-2.9609, -5.6087, -4.2833)  0.2798
H (-2.3592, -7.0875, -4.9531)  0.2627
H (-3.2974, -5.7193, -1.7475)  0.4376
H (-2.2962, -7.0795, -1.3166)  0.3105
H (-5.3230, -7.0578, -1.2099)  0.3589
H (-4.2848, -6.6853, 0.0767)  0.3801
H (-4.3468, -9.2433, -1.6722)  0.2922
H (-6.4714, -9.1002, -0.3368)  0.3346
H (-5.4930, -8.9631, 1.0659)  0.3685
H (-6.3846, -11.1215, 0.7581)  0.4146
H (-4.6038, -11.2789, 0.6053)  0.3938
H (-6.6121, -13.0212, -0.6095)  0.2808
H (-4.8696, -13.1348, -0.8567)  0.3130
H (-5.8883, -12.9483, -2.2804)  0.2282
C (9.2378, -6.1269, 13.2662)  -0.7906
O (8.5909, -5.3746, 12.2518)  -0.2901
C (7.3395, -4.8489, 12.7318)  -0.5811
C (6.8258, -3.9172, 11.5863)  -0.7600
N (6.1755, -4.7582, 10.5693)  -0.3706
C (5.3903, -3.8970, 9.6556)  -0.5734
C (4.8474, -4.6844, 8.4761)  -0.6899
O (6.0185, -4.8223, 7.6660)  -0.2919
C (5.7813, -5.6828, 6.5888)  -0.7775
H (8.6561, -6.9351, 13.7095)  0.2995
H (9.5705, -5.5040, 14.0965)  0.3159
H (10.1939, -6.4912, 12.8904)  0.2729
H (7.6292, -4.1639, 13.5287)  0.3908
H (6.5934, -5.4987, 13.1890)  0.3941
H (7.6210, -3.2956, 11.1747)  0.3108
H (6.0203, -3.2285, 11.8411)  0.4814
H (6.8417, -5.1815, 9.9393)  0.2527
H (6.0943, -3.1688, 9.2529)  0.3356
H (4.5472, -3.4847, 10.2100)  0.3969
H (4.0645, -4.1210, 7.9684)  0.4275
H (4.4356, -5.6593, 8.7368)  0.3697
H (6.6287, -5.7189, 5.9043)  0.2631
H (4.9831, -5.3677, 5.9166)  0.3050
H (5.5205, -6.6818, 6.9382)  0.3079
C (1.9429, 9.4522, -2.0472)  -0.6973
O (1.6201, 10.8117, -1.6622)  -0.3409
C (1.2746, 11.7023, -2.7048)  -0.7130
C (-0.2190, 12.1091, -2.6070)  -0.3589
N (-1.0526, 11.0019, -3.0429)  -0.3073
C (-2.4772, 11.3048, -2.8130)  -0.6694
C (-3.1132, 12.1391, -3.9645)  -0.6490
O (-2.7702, 13.5267, -3.9693)  -0.2995
C (-3.8772, 14.3272, -4.2346)  -0.7608
H (2.7394, 9.5196, -2.7883)  0.3199
H (1.1261, 8.9603, -2.5754)  0.2935
H (2.3283, 8.8990, -1.1908)  0.2375
H (1.6107, 11.3799, -3.6903)  0.4174
H (1.8882, 12.5404, -2.3745)  0.3254
H (-0.3833, 12.9479, -3.2834)  0.3141
H (-0.4512, 12.3615, -1.5723)  0.2823
H (-0.7318, 10.1945, -2.5279)  0.1599
H (-2.7140, 11.7726, -1.8574)  0.3263
H (-3.0002, 10.3505, -2.8759)  0.4591
H (-4.1879, 11.9622, -4.0074)  0.5142
H (-2.8333, 11.7103, -4.9268)  0.2828
H (-3.7308, 15.4010, -4.1188)  0.2276
H (-4.5810, 14.0287, -3.4577)  0.3421
H (-4.3515, 14.1136, -5.1925)  0.2923
C (10.0435, 1.9039, -1.3072)  -0.7545
O (9.0507, 2.0214, -2.3714)  -0.3065
C (8.6873, 3.3495, -2.6570)  -0.6733
C (7.5759, 3.3854, -3.7513)  -0.2962
N (8.1068, 2.9168, -5.0058)  -0.4336
C (7.0984, 2.5857, -6.0294)  -0.9016
C (6.2554, 3.7329, -6.6259)  -0.4749
O (5.4472, 4.2364, -5.5665)  -0.2119
C (4.9458, 5.5651, -5.9451)  -0.8309
H (11.0384, 2.2560, -1.5799)  0.3062
H (10.1461, 0.8363, -1.1128)  0.2483
H (9.7687, 2.3860, -0.3690)  0.2973
H (9.5769, 3.8799, -2.9965)  0.3464
H (8.3261, 3.7754, -1.7209)  0.4289
H (7.3407, 4.4192, -4.0040)  0.1892
H (6.6707, 2.8613, -3.4447)  0.3115
H (8.7925, 2.1959, -4.8320)  0.2605
H (6.4602, 1.8196, -5.5890)  0.4201
H (7.6207, 2.0914, -6.8485)  0.4617
H (5.7014, 3.2529, -7.4326)  0.3903
H (6.9827, 4.4574, -6.9924)  0.3387
H (5.6753, 6.3406, -5.7116)  0.3141
H (4.0206, 5.6698, -5.3784)  0.2460
H (4.6509, 5.6441, -6.9915)  0.3230
C (1.0124, 0.6158, 4.4509)  -0.7617
O (0.0674, 1.1971, 3.5166)  -0.3075
C (0.2874, 2.5870, 3.2960)  -0.6307
C (1.2908, 2.7717, 2.0878)  -0.5648
N (0.6405, 2.4296, 0.8573)  -0.2694
C (1.6024, 2.3719, -0.2102)  -0.6355
C (0.9583, 1.7602, -1.5228)  -0.5212
O (0.5538, 0.3770, -1.2967)  -0.3554
C (1.6359, -0.6429, -1.2395)  -0.7063
H (0.8991, -0.4573, 4.6049)  0.2917
H (0.8637, 0.9917, 5.4632)  0.3065
H (2.0215, 0.9240, 4.1777)  0.2538
H (0.6171, 3.0451, 4.2285)  0.4235
H (-0.6351, 3.1189, 3.0629)  0.2977
H (2.0689, 2.0210, 2.2266)  0.3396
H (1.6360, 3.8053, 2.0673)  0.3500
H (0.2486, 1.5145, 1.0276)  0.2741
H (2.4734, 1.7928, 0.0965)  0.3295
H (1.9080, 3.4081, -0.3555)  0.3963
H (1.6790, 1.7200, -2.3395)  0.3496
H (0.0607, 2.3181, -1.7893)  0.2981
H (1.2369, -1.6568, -1.2690)  0.2628
H (2.2971, -0.5423, -0.3788)  0.2666
H (2.2731, -0.5610, -2.1201)  0.3129
C (1.2026, 0.3620, -8.6736)  -0.7542
O (1.8038, -0.9188, -9.0521)  -0.3696
C (2.0510, -1.7435, -7.9253)  -0.6612
C (2.4633, -3.0527, -8.5910)  -0.2632
N (3.5460, -2.8361, -9.5537)  -0.4606
C (3.5862, -3.9531, -10.4528)  -0.6765
C (4.2701, -5.2505, -9.9147)  -0.6443
O (3.4066, -5.9405, -8.9727)  -0.3161
C (2.0998, -6.4302, -9.4353)  -0.6213
H (1.7564, 0.7078, -7.8008)  0.2801
H (0.1734, 0.2657, -8.3279)  0.2858
H (1.2528, 1.1821, -9.3900)  0.2692
H (1.2043, -1.8648, -7.2497)  0.3834
H (2.8464, -1.2188, -7.3961)  0.4066
H (1.5917, -3.5203, -9.0490)  0.0980
H (2.8954, -3.6753, -7.8075)  0.3444
H (3.2875, -1.9632, -9.9911)  0.3263
H (4.1813, -3.6671, -11.3201)  0.5054
H (2.6313, -4.0672, -10.9658)  0.4160
H (5.2490, -5.0059, -9.5023)  0.3273
H (4.4606, -5.9129, -10.7592)  0.3860
H (1.4289, -5.5952, -9.6368)  0.2439
H (1.6504, -7.0624, -8.6694)  0.1928
H (2.2664, -7.0871, -10.2890)  0.3014
C (-5.6712, -0.6487, -5.7368)  -0.7557
O (-6.3979, -1.4825, -6.6768)  -0.2896
C (-7.4487, -2.2154, -6.1238)  -0.5540
C (-8.3020, -2.7832, -7.2804)  -0.7417
N (-9.0614, -1.7328, -7.9953)  -0.3129
C (-10.0546, -2.2366, -8.9865)  -0.6644
C (-10.6921, -1.0770, -9.8404)  -0.5511
O (-9.7442, -0.0306, -10.2023)  -0.3054
C (-10.4384, 1.1277, -10.6886)  -0.7418
H (-5.1097, -1.2512, -5.0228)  0.2904
H (-6.2662, -0.0170, -5.0773)  0.3203
H (-4.9627, 0.0020, -6.2494)  0.2516
H (-8.0956, -1.6656, -5.4402)  0.3361
H (-7.1109, -3.0755, -5.5458)  0.3735
H (-8.9850, -3.5117, -6.8435)  0.4297
H (-7.7395, -3.3940, -7.9865)  0.3954
H (-8.4080, -1.1219, -8.4642)  0.2246
H (-10.7731, -2.8782, -8.4763)  0.3712
H (-9.5543, -2.8582, -9.7292)  0.3155
H (-11.3446, -0.4970, -9.1877)  0.3433
H (-11.2873, -1.4487, -10.6745)  0.3824
H (-11.0824, 0.8845, -11.5337)  0.2953
H (-9.7501, 1.9267, -10.9639)  0.2576
H (-11.1551, 1.5270, -9.9710)  0.3299
C (-9.8357, 4.9117, 12.5830)  -0.8760
O (-10.1581, 4.1014, 11.4567)  -0.3128
C (-9.2288, 3.0786, 11.2061)  -0.6114
C (-9.5907, 2.3257, 9.9155)  -0.7673
N (-9.1179, 2.8329, 8.6452)  -0.3123
C (-9.7028, 4.1084, 8.2306)  -0.6274
C (-9.4332, 4.4047, 6.6969)  -0.6403
O (-8.0290, 4.4348, 6.4670)  -0.2795
C (-7.6209, 4.2885, 5.1108)  -0.8663
H (-10.5130, 5.7549, 12.7185)  0.2984
H (-8.8609, 5.3905, 12.6755)  0.3349
H (-9.9889, 4.4519, 13.5593)  0.3437
H (-9.2370, 2.4673, 12.1085)  0.5135
H (-8.2130, 3.4550, 11.0859)  0.3502
H (-10.6777, 2.2612, 9.8654)  0.4043
H (-9.1698, 1.3317, 10.0669)  0.3937
H (-9.4081, 2.1933, 7.9193)  0.2212
H (-9.3877, 4.9669, 8.8236)  0.3148
H (-10.7890, 4.0948, 8.3205)  0.4052
H (-9.9052, 5.3016, 6.2960)  0.3848
H (-9.7202, 3.5305, 6.1126)  0.3562
H (-6.5771, 4.3829, 4.8115)  0.3011
H (-8.1224, 4.9362, 4.3917)  0.3306
H (-7.8078, 3.3111, 4.6660)  0.3411
O (5.9790, -2.9744, 0.4017)  -0.6400
H (5.3649, -3.7085, 0.3964)  0.3138
H (6.3182, -2.9387, -0.4927)  0.3156
O (-1.5070, 7.0856, 0.1508)  -0.6220
H (-1.2802, 7.7778, 0.7719)  0.3211
H (-1.5576, 6.2922, 0.6838)  0.3024
O (-4.2908, 3.4574, -0.4347)  -0.6326
H (-3.6581, 3.0845, 0.1792)  0.3111
H (-3.9999, 4.3606, -0.5602)  0.3182
O (5.8104, 1.7758, 6.7842)  -0.6312
H (6.7578, 1.8966, 6.8468)  0.3219
H (5.6632, 1.4965, 5.8806)  0.3122
O (-2.5959, -0.9905, 1.5263)  -0.6173
H (-2.0350, -1.7403, 1.3276)  0.3032
H (-2.4461, -0.8184, 2.4560)  0.3008
O (-2.9694, -3.9609, 8.2129)  -0.6386
H (-2.4595, -4.4580, 7.5733)  0.3130
H (-3.0035, -3.0737, 7.8553)  0.3205
O (-3.0970, 0.4550, 7.4558)  -0.6283
H (-2.5357, 0.7693, 6.7469)  0.3090
H (-3.8132, 1.0889, 7.4937)  0.3268
O (-0.0838, -4.0004, 1.7499)  -0.5879
H (-0.2098, -4.6510, 2.4407)  0.2927
H (0.7783, -4.2012, 1.3856)  0.3047
O (3.0028, -5.8510, 0.1999)  -0.6333
H (3.6221, -5.9933, -0.5159)  0.3233
H (2.7554, -6.7316, 0.4818)  0.3066
O (3.3659, 5.3330, 7.8420)  -0.6413
H (3.6815, 5.5811, 8.7110)  0.3156
H (3.7939, 4.4961, 7.6612)  0.3223

Forces on atoms 1 to 6 (eV/Å):
C -1.032 0.007 -0.272
O 0.385 -0.341 0.121
C -0.502 -0.470 1.036
C 0.285 0.008 -0.403
N -0.214 0.047 0.843
C 0.461 1.115 1.372